# 1
This record from OMol25 describes a 11-piece molecular cluster, H22O11 overall at a distorted geometry. The level of theory is ωB97M-V/def2-TZVPD.

```
33
Properties=species:S:1:pos:R:3:forces:R:3
H 0.95320 0.20664 0.33082 -2.259 0.273 -0.372
H 0.04618 1.36298 0.62849 -0.518 -0.468 -0.309
H 0.68300 -3.07698 -2.54448 -0.289 1.010 -0.601
H 1.53828 -3.38904 -1.31031 -0.153 0.036 -0.279
H 6.33780 1.34717 0.17678 0.005 0.524 -0.544
H 5.21723 0.71585 -0.54110 0.844 1.400 -0.684
H 5.45506 -0.73650 1.29029 1.599 -1.396 -0.803
H 4.58267 -0.41608 2.43050 -0.092 0.574 -0.877
H -3.90190 -2.03131 1.12665 -0.272 -0.419 -0.164
H -4.62140 -1.70225 -0.18474 -0.537 -0.533 -0.428
H -1.96408 4.98353 0.68675 0.011 -2.686 0.683
H -0.79140 4.07887 0.79173 0.453 -0.416 0.204
H 0.60039 -0.96688 4.79262 0.133 -0.102 -1.098
H 0.81862 -2.10979 3.81165 -0.001 -0.238 -0.116
H -4.03368 1.42880 0.60567 -0.144 0.119 0.012
H -3.24440 0.55536 1.53896 -1.723 -0.631 -2.141
H 1.65562 1.14823 -2.97462 -1.504 5.347 -1.330
H 1.83746 0.25478 -1.87348 -0.030 -0.284 -0.110
H -2.24659 -3.51759 0.26869 -0.090 0.059 -0.340
H -1.71958 -3.22531 -1.17145 -2.034 -1.356 1.422
H -1.89304 3.34019 -1.25575 -1.178 -0.311 -0.324
H -3.31247 2.91556 -1.72091 -3.473 -2.264 1.676
O -0.00852 0.50459 0.16313 2.850 0.155 0.793
O 1.04919 -3.78374 -2.04280 0.442 -0.965 0.843
O 5.89818 1.43686 -0.69058 -0.883 -1.748 1.142
O 4.79440 -0.12557 1.51359 -1.522 0.650 1.750
O -3.91869 -1.42123 0.38477 0.768 -4.237 -0.002
O -1.73977 4.00043 0.92121 -0.339 3.115 -0.881
O 0.73807 -1.15491 3.83465 -0.103 0.343 1.206
O -3.92072 0.46859 0.75740 1.814 5.965 2.888
O 1.88612 0.30961 -2.83452 1.465 -5.088 1.399
O -2.46245 -3.71692 -0.65321 2.218 1.023 -1.232
O -2.56542 3.33650 -1.96648 4.542 2.550 -1.384
```
Forces are in eV/Å.

Its structure (SMILES) is O.O.O.O.O.O.O.O.O.O.O. The frontier orbital gap comes out at 8.9 eV. The calculation puts the energy above the lowest of the compared OMol25 structures with the same formula, charge and spin at 531.8 kJ/mol. For the LUMO energy, the calculation gives -0.287 eV. As for the charge: 0.

Here are the natural (NBO) charges for atoms 1 to 6, given in e: 0.458, 0.463, 0.473, 0.466, 0.463, 0.469



# 2
This record from OMol25 describes an isolated molecule of C3H3Cl2F at a distorted geometry. The level of theory is ωB97M-V/def2-TZVPD.

```
9
Properties=species:S:1:pos:R:3:forces:R:3
C 0.44315 1.01446 0.16246 -2.645 0.977 0.421
C 0.33246 -0.45849 -0.06910 -0.181 -1.810 0.783
C -0.83319 -1.21273 -0.01191 2.129 6.090 -1.173
H -0.71230 1.25189 -0.22130 3.621 0.995 0.380
H 0.40037 1.29148 1.31019 0.638 -0.609 -2.332
H -0.88789 -2.23570 -0.04805 -0.585 -2.125 -0.214
F 1.60067 1.59225 -0.47511 -2.562 -0.707 1.021
Cl 1.94784 -1.13734 -0.29073 -0.966 -0.603 0.338
Cl -2.29112 -0.10582 -0.35646 0.550 -2.208 0.777
```
Forces are in eV/Å.

Its structure (SMILES) is FC/C(Cl)=C\Cl. The frontier orbital gap comes out at 9.8 eV. The calculation puts the energy above the lowest of the compared OMol25 structures with the same formula, charge and spin at 170.0 kJ/mol. For the LUMO energy, the calculation gives 0.108 eV. As for the charge: 0.

Here are the natural (NBO) charges for atoms 1 to 6, given in e: -0.057, -0.048, -0.184, 0.223, 0.210, 0.230



# 3
This record from OMol25 describes C13H20Cl5O13Y as an isolated structure at a distorted geometry. The level of theory is ωB97M-V/def2-TZVPD.

```
52
Properties=species:S:1:pos:R:3:forces:R:3
Y -0.64398 2.65372 -3.65939 0.394 -1.313 6.120
Cl -0.19854 0.61248 -0.91192 4.272 -8.556 1.645
O 0.49819 1.52692 -1.79195 1.601 5.610 -4.551
O 0.30772 -0.66832 -1.38816 -0.251 1.138 1.022
O 0.16405 0.76705 0.45385 -1.044 1.567 -0.978
O -1.50807 0.66108 -1.31097 -5.459 1.956 -0.574
C 4.00615 1.27797 -0.03455 -1.181 -0.545 -2.917
C 3.96947 0.81113 -1.53408 -1.961 -1.647 0.442
O 4.99978 -0.25715 -1.64764 0.529 2.527 0.398
C 5.88154 -0.00061 -0.63898 2.173 -2.676 2.315
O 6.88814 -0.65503 -0.30716 -3.980 2.917 -1.982
O 5.34861 0.99487 0.15389 1.629 -0.027 1.983
H 3.17580 0.83001 0.51129 0.898 -1.510 0.792
H 3.68794 2.30215 0.16015 1.186 0.597 -0.601
H 3.91421 1.68442 -2.18401 1.324 -0.306 -0.585
H 3.13650 0.15676 -1.79106 -0.681 0.595 0.177
C -2.43577 4.39083 1.87937 -1.253 1.465 -0.917
C -3.25871 5.27851 0.92723 -0.650 2.412 1.937
O -3.08907 4.74791 -0.39538 1.472 -0.676 0.266
C -1.93864 4.12139 -0.30305 0.106 -2.671 -0.470
O -1.33296 3.62443 -1.31930 -0.321 0.742 -0.314
O -1.54730 3.82323 0.95463 1.114 -0.598 -4.098
H -3.12255 3.63492 2.26020 0.701 -0.133 0.793
H -1.76133 5.00412 2.47695 -0.872 -0.360 0.945
H -2.86888 6.29565 0.88767 0.291 -0.009 -0.042
H -4.28011 5.44275 1.27055 -0.229 -0.756 -0.687
C -2.84591 0.43600 3.26057 0.800 1.172 2.179
C -2.62572 -0.69824 2.31906 -0.973 -0.166 0.118
O -3.75676 -0.52609 1.49683 -0.668 -0.171 -1.218
C -4.55357 0.53415 1.85875 -2.102 -1.818 -4.457
O -5.54865 0.74960 1.17290 2.086 0.422 2.291
O -4.01510 1.17972 2.83897 0.676 0.697 1.092
H -1.99047 1.11102 3.23481 -0.159 0.200 0.223
H -3.04052 0.13963 4.29129 0.150 -0.015 -0.066
H -2.72744 -1.68706 2.76626 0.456 0.159 0.067
H -1.68158 -0.56904 1.78991 -0.170 -0.334 -0.262
Cl -0.54064 -3.42438 2.53517 -0.271 -0.819 1.489
C 0.10786 -3.53473 0.93688 0.205 0.880 -1.694
C -1.03221 -3.58993 -0.08512 -0.710 0.358 -0.168
Cl -1.68719 -5.26403 -0.36844 0.514 1.009 0.179
H 0.86411 -4.29494 0.74134 -0.352 -0.411 0.584
H 0.65279 -2.59126 0.90508 -0.047 0.114 -0.829
H -0.88500 -3.07929 -1.03679 1.046 -0.710 -0.331
H -1.85568 -2.94973 0.23132 -0.255 -0.469 0.731
Cl 2.84316 -5.06436 -4.37538 0.218 -0.271 1.060
C 2.38698 -4.65109 -2.66183 -0.437 0.143 -0.820
C 2.46348 -3.14880 -2.44898 0.390 -0.247 0.425
Cl 1.72747 -2.28204 -3.83446 -0.248 0.406 0.377
H 2.96316 -5.18052 -1.90300 0.398 0.001 -0.402
H 1.35752 -4.99300 -2.55506 -0.002 0.096 -0.084
H 3.46918 -2.74828 -2.32153 0.082 -0.270 -0.383
H 1.95877 -2.93469 -1.50689 -0.436 0.304 -0.222
```
Forces are in eV/Å.

The frontier orbital gap comes out at 2.2 eV. For the LUMO energy, the calculation gives -12.024 eV. As for the charge: +2.

Here are the Löwdin charges for atoms 1 to 6, given in e: 2.345, 0.634, -0.464, -0.322, -0.209, -0.279



# 4
This record from OMol25 describes a 2-piece molecular cluster, C7H9Br2N2O4 overall at a distorted geometry. The level of theory is ωB97M-V/def2-TZVPD.

```
24
Properties=species:S:1:pos:R:3:forces:R:3
C 1.22618 1.26920 -0.39246 -0.446 0.977 -0.261
C -1.84109 -0.12238 -0.36873 -2.070 0.784 1.081
C -0.87083 -0.58845 0.70477 1.293 0.134 1.254
C 3.98319 -1.06139 0.55607 1.713 2.111 2.447
C -2.52260 1.25175 -0.08893 -0.623 1.062 2.436
C 1.93857 0.24598 0.36712 -2.369 -0.849 1.883
C 0.27055 -1.30038 0.20377 2.817 -0.242 1.580
N 0.51487 2.08377 -0.83890 1.231 -1.611 0.615
N -3.58093 1.48119 -1.14709 1.359 -1.732 0.685
O -2.32254 -0.85122 -1.19699 0.433 0.388 0.048
O -0.95806 -0.31295 1.90022 -1.063 0.070 -1.604
O 0.34235 -1.65553 -1.05354 0.672 -0.757 -1.646
O 2.90350 -0.46810 -0.13373 -0.023 0.923 -1.783
Br 1.96605 0.55714 2.27379 0.071 0.524 -0.888
Br 1.08529 -2.62225 1.42619 -0.787 0.485 -0.538
H 4.21402 -1.86438 -0.03097 0.997 -1.965 -1.561
H 3.66819 -1.45094 1.50825 -0.154 0.042 0.370
H 4.93671 -0.39148 0.75369 -2.194 -0.873 -0.808
H -2.99020 1.38292 1.00394 0.939 -0.900 -2.417
H -1.84344 2.09959 -0.14711 0.355 -0.207 -0.090
H -3.99561 0.53661 -1.24082 0.276 0.262 -0.970
H -3.01152 1.78050 -1.96334 -1.377 -0.139 0.058
H -4.33568 2.06926 -0.83851 -0.057 0.968 -0.159
H 1.22304 -2.06847 -1.25669 -0.992 0.546 0.268
```
Forces are in eV/Å.

The frontier orbital gap (spin up / spin down) comes out at 6.8 / 6.8 eV. The calculation puts the energy above the lowest of the compared OMol25 structures with the same formula, charge and spin at 5.6 kJ/mol. For the LUMO energy (spin up / spin down), the calculation gives -4.721 / -4.718 eV. As for the charge: +1.

Here are the natural (NBO) charges for atoms 1 to 6, given in e: 0.222, 0.509, 0.314, -0.255, -0.358, 0.190



# 5
This record from OMol25 describes a 2-piece molecular cluster, C14H29BF6O6PS overall at a distorted geometry. The level of theory is ωB97M-V/def2-TZVPD.

```
58
Properties=species:S:1:pos:R:3:forces:R:3
C 2.65218 0.76528 3.68652 -0.486 -0.326 -0.964
C 2.68575 0.60496 2.14322 -0.177 0.270 1.302
C 1.36517 1.17692 1.62341 0.712 0.723 0.302
O 0.99209 0.94315 0.29107 0.110 -0.701 0.819
P 0.87522 -0.61055 -0.39349 -1.338 2.196 -0.601
C 0.21599 -1.42255 1.12101 -0.436 -0.681 -0.430
C -1.18681 -0.93599 1.51384 0.444 -0.410 1.182
C -1.53804 -1.60537 2.86402 0.573 -0.475 -0.250
C -2.17555 -2.98278 2.67490 -0.163 0.733 0.047
O -3.59292 -2.88182 2.61466 0.021 -0.291 0.063
C -0.36309 0.03667 -1.62504 0.054 0.299 0.486
C -1.10296 1.30941 -1.22302 -0.965 -0.502 -0.976
C -2.33856 1.49043 -2.12692 0.178 1.034 0.802
C -3.03155 2.78616 -1.69540 -0.314 -0.474 -0.879
O -3.88382 2.59408 -0.57894 0.233 0.503 0.131
C -3.46016 3.23414 0.60227 -0.344 -0.414 0.420
C 2.61816 -0.55836 -0.98811 0.780 -0.276 0.523
C 3.08670 0.85042 -1.25163 -1.374 1.654 -1.766
O 2.57318 1.67295 -1.96025 1.162 -1.391 1.628
F 4.25518 1.14372 -0.60011 -0.273 -0.239 -0.155
S 0.68692 -2.61402 -1.44483 1.382 -0.951 -1.062
O 0.87409 -2.50571 -2.83911 -0.685 0.508 -1.276
O 1.60071 -3.53741 -0.83486 -0.315 -0.636 1.380
F -0.84090 -3.20141 -1.27946 0.185 0.124 0.521
H 2.14974 1.70081 3.91922 0.204 0.209 0.328
H 3.64440 0.71360 4.11240 0.133 0.090 0.212
H 2.03918 -0.04370 4.07572 -0.039 -0.047 0.378
H 3.53716 1.17882 1.80643 0.160 -0.141 -0.629
H 2.81172 -0.45624 1.96352 0.180 -0.109 -0.461
H 0.59801 0.95521 2.37184 -0.383 -0.464 -0.300
H 1.48376 2.25810 1.71476 -0.068 0.197 -0.136
H 0.88455 -1.43599 1.97111 0.323 0.553 0.081
H 0.08578 -2.47803 0.90932 0.214 -0.221 -0.081
H -1.22438 0.13442 1.66223 -0.166 0.250 -0.464
H -1.90081 -1.31210 0.78592 -0.162 0.522 -0.382
H -0.61711 -1.77523 3.42291 0.196 0.205 0.098
H -2.14872 -0.96375 3.48974 -0.370 -0.045 0.025
H -1.91504 -3.63189 3.50081 -0.217 -0.188 0.208
H -1.79040 -3.43374 1.75993 0.098 -0.189 -0.101
H -3.80017 -2.44241 1.78786 -0.203 0.055 -0.137
H -1.11509 -0.71431 -1.85497 0.146 -0.351 0.071
H 0.16912 0.23552 -2.55371 0.368 -0.289 -0.115
H -0.51468 2.20396 -1.36422 0.504 0.054 0.321
H -1.50362 1.25904 -0.22011 0.253 0.087 0.408
H -2.06171 1.62912 -3.16876 0.097 -0.390 -0.206
H -3.05014 0.68126 -1.99081 -0.044 -0.247 -0.293
H -3.65593 3.15259 -2.51052 -0.157 0.032 -0.090
H -2.26469 3.54355 -1.53371 -0.027 0.192 0.332
H -2.95640 2.50977 1.24474 0.380 0.097 0.097
H -2.83405 4.10495 0.42665 0.231 0.013 -0.143
H -4.32612 3.57449 1.16609 -0.272 0.029 -0.091
H 2.83465 -1.15481 -1.87553 -0.340 0.027 -0.268
H 3.24365 -0.95649 -0.19191 -0.020 -0.214 0.108
B 2.64279 -0.96386 -5.03109 0.001 -0.136 -0.185
F 3.33869 -0.21742 -5.99882 0.045 0.080 -0.027
F 1.48559 -1.51257 -5.59537 -0.053 0.025 -0.073
F 3.47775 -1.98565 -4.53822 0.075 0.000 0.136
F 2.28551 -0.10929 -3.95718 -0.052 0.038 0.130
```
Forces are in eV/Å.

The frontier orbital gap comes out at 9.5 eV. For the LUMO energy, the calculation gives 2.139 eV. As for the charge: -1.

Here are the natural (NBO) charges for atoms 1 to 6, given in e: -0.599, -0.437, -0.062, -0.847, 1.613, -0.761